Molecular formula: C49H47CrFN4P2Si
Method: DFT, ωB97M-V/def2-TZVPD

## Properties
- HOMO (alpha / beta): -9.603 / -9.688 eV
- Expectation value of S²: 3.8029
- Charge: +1
- 2S+1: 4
- Energy above the lowest of the compared OMol25 structures with the same formula, charge and spin: 0.00 kJ/mol
- Molecular weight: 852.97 u

Geometry as XYZ:
```
105
Properties=species:S:1:pos:R:3:forces:R:3
Cr -0.109 0.146 -0.484 -0.2 0.4 0.5
C -1.456 -2.369 -2.038 0.0 0.0 0.0
P -0.084 -2.389 -0.795 -0.1 -0.3 -0.2
C -0.740 -3.718 0.275 0.1 0.0 -0.1
C -1.885 -3.461 1.026 0.0 0.1 0.1
C -2.506 -4.481 1.729 0.0 0.0 0.0
C -1.990 -5.768 1.693 0.0 0.0 0.0
C -0.862 -6.035 0.931 0.0 0.0 0.0
C -0.246 -5.021 0.214 0.1 0.0 0.1
C 1.412 -3.073 -1.562 0.0 0.1 0.0
C 1.619 -3.000 -2.938 0.0 0.0 0.0
C 2.827 -3.404 -3.491 0.0 0.0 0.0
C 3.843 -3.877 -2.675 0.0 0.0 0.0
C 3.651 -3.942 -1.300 0.0 0.0 0.0
C 2.448 -3.535 -0.748 0.0 0.0 0.0
C -2.473 -1.521 -1.324 0.0 0.0 0.0
C -3.801 -1.741 -1.047 0.0 0.1 0.0
C -4.160 -0.860 0.007 0.0 0.0 0.0
C -3.029 -0.149 0.329 0.0 0.0 0.1
C -2.713 0.834 1.404 0.0 -0.1 0.0
P -0.970 0.487 1.871 0.0 0.0 0.2
C -0.987 -0.956 2.979 0.0 0.0 0.0
C 0.122 -1.795 2.980 0.0 0.0 -0.1
C 0.209 -2.860 3.865 0.0 0.0 0.0
C -0.830 -3.100 4.751 0.0 0.0 0.0
C -1.942 -2.267 4.759 0.0 0.0 0.0
C -2.016 -1.194 3.887 0.0 0.0 0.0
C -0.546 1.807 3.056 0.0 0.1 -0.1
C 0.400 1.569 4.053 0.0 0.0 0.0
C 0.766 2.577 4.927 0.0 0.0 0.0
C 0.192 3.837 4.820 0.0 0.0 0.0
C -0.760 4.079 3.845 0.0 0.0 0.0
C -1.130 3.066 2.969 0.1 0.0 0.0
N -2.000 -0.514 -0.495 0.0 -0.1 -0.2
H -1.825 -3.383 -2.195 0.0 0.0 0.0
H -1.121 -1.977 -2.997 0.0 0.0 0.0
H -2.311 -2.469 1.058 0.0 0.0 0.1
H -3.398 -4.264 2.300 0.0 0.0 0.0
H -2.473 -6.564 2.242 0.0 0.0 0.0
H -0.463 -7.039 0.884 0.0 0.0 0.0
H 0.616 -5.259 -0.394 0.0 0.0 0.0
H 0.832 -2.643 -3.590 0.0 0.0 0.0
H 2.970 -3.357 -4.562 0.0 0.0 0.0
H 4.779 -4.202 -3.108 0.0 0.0 0.0
H 4.440 -4.313 -0.660 0.0 0.0 0.0
H 2.307 -3.588 0.326 0.0 0.0 0.0
H -4.432 -2.487 -1.503 0.0 0.0 0.0
H -5.124 -0.782 0.483 0.0 0.0 0.0
H -3.392 0.752 2.254 0.0 0.0 0.0
H -2.757 1.862 1.038 0.0 0.0 0.0
H 0.924 -1.621 2.269 0.0 0.0 0.0
H 1.074 -3.508 3.853 0.0 0.0 0.0
H -0.775 -3.936 5.435 0.0 0.0 0.0
H -2.750 -2.451 5.456 0.0 0.0 0.0
H -2.877 -0.539 3.925 0.0 0.0 0.0
H 0.852 0.590 4.152 0.0 0.0 0.0
H 1.499 2.378 5.698 0.0 0.0 0.0
H 0.481 4.625 5.503 0.0 0.0 0.0
H -1.221 5.054 3.762 0.0 0.0 0.0
H -1.877 3.272 2.219 0.0 0.0 0.0
C 4.270 -0.510 -0.259 0.0 0.0 0.0
C 4.698 -0.080 -1.503 0.0 0.0 0.0
C 3.757 0.337 -2.426 0.0 0.0 0.0
C 2.418 0.341 -2.069 0.0 0.0 0.0
N 2.011 0.006 -0.834 0.2 0.0 0.0
C 2.922 -0.447 0.032 0.0 0.1 0.0
C 1.329 0.578 -3.042 0.0 0.0 0.0
C 1.554 0.968 -4.351 0.0 0.0 0.0
C 0.488 1.026 -5.233 0.0 0.0 0.0
C -0.775 0.698 -4.775 0.0 0.0 0.0
C -0.929 0.354 -3.444 0.0 0.0 0.0
N 0.095 0.291 -2.591 0.1 0.0 -0.2
H 4.961 -0.891 0.478 0.0 0.0 0.0
H 5.748 -0.094 -1.761 0.0 0.0 0.0
H 4.061 0.622 -3.421 0.0 0.0 0.0
H 2.554 -0.758 0.997 0.0 0.0 0.0
H 2.550 1.216 -4.684 0.0 0.0 0.0
H 0.645 1.321 -6.261 0.0 0.0 0.0
H -1.638 0.722 -5.424 0.0 0.0 0.0
H -1.900 0.109 -3.038 0.0 0.0 0.0
C -2.037 4.555 -0.289 0.1 0.0 -0.1
Si -1.452 3.130 -1.389 0.0 0.1 0.0
C -0.767 3.808 -3.024 0.0 0.0 0.0
C -3.041 2.254 -1.908 0.1 -0.1 0.1
N -0.212 2.201 -0.520 0.0 -0.2 0.1
C 0.845 3.012 -0.053 0.0 0.0 -0.2
C 1.067 4.332 -0.505 0.0 0.0 0.0
C 2.077 5.154 -0.035 0.0 0.0 0.0
C 2.969 4.710 0.926 0.0 0.0 0.0
C 2.812 3.418 1.393 0.0 0.0 0.0
C 1.793 2.630 0.905 -0.1 -0.1 0.2
F 1.717 1.380 1.463 0.0 0.0 -0.1
H -1.938 5.510 -0.807 0.0 0.0 0.0
H -1.465 4.641 0.633 0.1 0.0 0.0
H -3.092 4.439 -0.035 0.0 0.0 0.0
H -1.117 4.832 -3.178 0.0 0.0 0.0
H -1.130 3.224 -3.868 0.0 0.0 0.0
H 0.322 3.823 -3.071 0.0 0.0 0.0
H -3.840 2.980 -1.743 0.0 0.0 0.0
H -3.328 1.347 -1.383 0.0 0.0 0.0
H -3.034 2.043 -2.977 0.0 0.0 -0.1
H 0.426 4.747 -1.265 0.0 0.0 0.1
H 2.163 6.155 -0.437 0.0 0.0 0.0
H 3.756 5.345 1.303 0.0 0.0 0.0
H 3.458 3.000 2.153 0.0 0.0 0.0
```
Forces are in eV/Å.

Atom charges from the Löwdin analysis, given in e for atoms 1 to 2:
1. Cr 0.58
2. C -0.22